{
  "formula": "C10H8BrN3Se",
  "method": "ωB97M-V/def2-TZVPD",
  "symbols": ["N", "C", "N", "C", "C", "Br", "N", "C", "Se", "C", "C", "C", "C", "C", "C", "H", "H", "H", "H", "H", "H", "H", "H"],
  "xyz": [[1.68563, 0.00632, 3.78405], [1.67931, 0.95661, 2.83325], [2.31375, 2.10678, 2.80419], [2.33030, 2.74703, 1.60575], [1.59316, 2.32766, 0.49905], [1.54641, 3.40714, -1.12810], [0.75114, 1.22827, 0.52252], [0.86353, 0.47206, 1.52901], [-0.22152, -1.11863, 1.49987], [-0.87339, -0.95050, -0.22451], [-0.19845, -1.64512, -1.25795], [-0.60000, -1.42343, -2.55163], [-1.66165, -0.55991, -2.80486], [-2.38028, 0.03025, -1.81927], [-1.98468, -0.15511, -0.51443], [1.54495, -0.97932, 3.52187], [1.87327, 0.10462, 4.72505], [2.91038, 3.68606, 1.41314], [0.69443, -2.27316, -1.15216], [0.00252, -2.01646, -3.24861], [-2.02271, -0.32102, -3.75676], [-3.20062, 0.57511, -2.20088], [-2.45013, 0.35912, 0.25926]],
  "forces_ev_per_angstrom": [[-0.55, -1.64, -1.04], [-1.12, -1.02, -3.93], [-0.29, -1.12, 0.13], [-0.79, 0.83, -2.25], [-0.41, 0.04, 0.81], [0.08, -0.69, 0.99], [1.77, 1.96, -1.22], [0.89, 0.82, 3.14], [0.37, -0.22, 1.83], [0.09, -0.47, -1.66], [-0.21, 0.78, 0.55], [0.41, -0.54, -0.18], [0.83, -1.06, -0.45], [0.56, -0.45, 0.35], [1.10, -0.66, -0.25], [-0.10, 1.12, -0.06], [0.76, 0.89, 1.94], [-0.42, -1.01, 0.93], [-0.54, 0.27, 0.66], [-0.69, 0.71, -0.52], [0.00, -0.13, -1.68], [-0.92, 0.88, 0.55], [-0.85, 0.71, 1.37]],
  "smiles": "Nc1ncc(Br)nc1[Se]c1ccccc1",
  "homo_ha": -0.297,
  "gap_ev": 8.563,
  "charge": 0
}